{"formula": "C52H53BrCl2N3O8P2Rb", "method": "ωB97M-V/def2-TZVPD", "gap_ev": 4.688, "mol_weight_g_mol": 1146.2, "e_above_lowest_kcal_mol": 0.0, "total_charge": -2, "species": ["Rb", "C", "P", "C", "C", "C", "C", "C", "C", "C", "C", "C", "C", "C", "C", "C", "C", "C", "C", "C", "P", "C", "C", "C", "C", "C", "C", "C", "C", "C", "C", "C", "C", "N", "H", "H", "H", "H", "H", "H", "H", "H", "H", "H", "H", "H", "H", "H", "H", "H", "H", "H", "H", "H", "H", "H", "H", "H", "H", "H", "C", "C", "C", "C", "C", "C", "C", "Br", "C", "O", "C", "C", "C", "C", "C", "C", "H", "H", "H", "H", "H", "H", "H", "H", "H", "H", "H", "H", "H", "H", "H", "H", "H", "H", "H", "H", "O", "H", "H", "Cl", "C", "Cl", "H", "H", "O", "C", "O", "C", "C", "C", "C", "C", "C", "N", "O", "O", "N", "O", "O", "H", "H", "H"], "xyz": [[0.420698, -0.287882, 0.491610], [-1.691050, -2.543098, 3.224563], [-1.425429, -0.762856, 3.621257], [-3.094972, -0.156790, 4.078372], [-3.303615, 1.220530, 4.046783], [-4.529188, 1.764519, 4.408924], [-5.572043, 0.931981, 4.788033], [-5.386298, -0.444835, 4.794483], [-4.157282, -0.983764, 4.441852], [-0.643567, -0.894257, 5.285109], [-1.334876, -0.896936, 6.495635], [-0.655207, -1.008953, 7.700908], [0.727262, -1.132737, 7.716859], [1.426972, -1.144056, 6.518386], [0.746513, -1.021113, 5.314438], [-2.460770, -2.634613, 1.941822], [-3.734111, -3.150999, 1.721025], [-3.996871, -2.936862, 0.348803], [-2.873027, -2.293432, -0.155295], [-2.673946, -1.732955, -1.527554], [-2.562165, 0.121657, -1.442919], [-4.272227, 0.530508, -0.942356], [-4.569183, 0.300318, 0.406605], [-5.835692, 0.564004, 0.904851], [-6.819686, 1.081866, 0.071384], [-6.532742, 1.322084, -1.264489], [-5.268390, 1.039506, -1.769518], [-2.496485, 0.626559, -3.199195], [-2.191517, 1.962793, -3.467758], [-2.022130, 2.412326, -4.767982], [-2.144049, 1.527637, -5.831611], [-2.437745, 0.196027, -5.580153], [-2.611163, -0.250826, -4.275517], [-1.933308, -2.104738, 0.809093], [-2.175044, -3.091116, 4.037497], [-0.682332, -2.957401, 3.113383], [-2.496744, 1.870700, 3.727724], [-4.672312, 2.837039, 4.373919], [-6.533666, 1.352127, 5.057194], [-6.204517, -1.101318, 5.064055], [-4.023604, -2.057024, 4.432723], [-2.414478, -0.793867, 6.491855], [-1.207990, -0.997342, 8.632954], [1.255962, -1.216455, 8.658136], [2.506246, -1.235769, 6.518100], [1.296700, -1.010012, 4.378418], [-4.372421, -3.639580, 2.445518], [-4.893728, -3.191484, -0.198840], [-3.487904, -2.046430, -2.187168], [-1.727173, -2.065966, -1.967543], [-3.809362, -0.104556, 1.066828], [-6.041143, 0.363368, 1.949005], [-7.807775, 1.296579, 0.462104], [-7.295316, 1.725032, -1.921560], [-5.052181, 1.219343, -2.817119], [-2.043286, 2.647185, -2.640278], [-1.761244, 3.448286, -4.945974], [-1.984631, 1.869839, -6.846867], [-2.516465, -0.507867, -6.400123], [-2.825706, -1.296385, -4.103247], [2.985123, 5.679170, -4.968800], [3.129630, 4.268539, -5.538542], [2.423901, 4.237559, -6.902007], [4.625421, 3.987506, -5.745874], [2.527418, 3.216630, -4.612359], [1.929213, 3.511451, -3.396401], [1.398103, 2.501476, -2.620590], [0.488913, 3.050593, -1.013792], [1.402880, 1.105822, -2.941392], [0.855991, 0.243953, -2.193280], [2.026307, 0.829009, -4.219893], [2.542574, 1.866215, -4.975466], [2.077789, -0.571017, -4.858753], [1.187874, -0.573111, -6.112441], [1.607015, -1.718876, -3.963036], [3.521133, -0.905163, -5.270370], [3.430035, 6.403141, -5.656624], [3.490468, 5.773284, -4.006295], [1.935808, 5.944519, -4.828245], [2.858693, 4.978120, -7.580476], [1.360799, 4.455884, -6.782941], [2.509223, 3.256938, -7.371152], [5.071932, 4.720869, -6.425116], [4.780873, 2.992834, -6.164836], [5.152753, 4.029519, -4.791294], [1.849401, 4.528745, -3.037717], [2.980442, 1.612955, -5.936045], [0.157432, -0.341406, -5.838968], [1.207619, -1.557833, -6.589836], [1.518155, 0.168928, -6.842722], [0.572852, -1.592668, -3.652742], [2.224444, -1.789844, -3.070427], [1.705349, -2.655909, -4.520662], [3.922833, -0.199054, -5.998314], [3.558629, -1.903483, -5.715217], [4.173827, -0.897588, -4.395775], [1.542727, -3.617837, -1.087537], [1.251425, -2.864050, -1.611632], [1.621404, -3.278917, -0.179208], [0.777853, 2.627078, 2.645097], [1.287261, 2.402855, 4.314348], [-0.025007, 2.703218, 5.475396], [2.088244, 3.101480, 4.527742], [1.606816, 1.373275, 4.440186], [2.020672, -2.617092, 1.566761], [2.654136, -1.770618, 2.227696], [2.633934, -0.526530, 2.144252], [3.545972, -2.350702, 3.337996], [4.260680, -1.502059, 4.168230], [5.027153, -2.043064, 5.185957], [5.115855, -3.401915, 5.412499], [4.392364, -4.217219, 4.563607], [3.608968, -3.723727, 3.535547], [4.466750, -5.673884, 4.782362], [5.140181, -6.069919, 5.719906], [3.831252, -6.392637, 4.039914], [5.770158, -1.143192, 6.084115], [5.584206, 0.052960, 5.968478], [6.530943, -1.648614, 6.892716], [4.199689, -0.436287, 4.001271], [5.714994, -3.807743, 6.210999], [3.037924, -4.370106, 2.884561]], "forces_ev_per_angstrom": [[-0.3, 0.0, -0.2], [0.0, -0.1, 0.0], [0.1, 0.2, 0.0], [-0.1, -0.1, 0.0], [0.0, 0.0, 0.0], [0.0, 0.0, 0.0], [0.0, 0.0, 0.0], [0.0, 0.0, 0.0], [0.0, 0.0, 0.0], [0.0, -0.1, 0.0], [0.0, 0.1, 0.0], [0.0, 0.0, 0.0], [0.0, 0.0, 0.0], [0.0, 0.0, 0.0], [0.0, 0.0, 0.0], [0.0, 0.0, 0.0], [0.0, -0.1, 0.0], [0.0, 0.0, -0.1], [0.1, 0.0, 0.1], [0.0, 0.0, -0.1], [0.3, -0.1, 0.2], [0.0, -0.1, 0.1], [-0.1, 0.0, 0.0], [0.0, 0.0, 0.0], [0.0, 0.0, 0.0], [0.0, 0.0, 0.0], [0.0, 0.0, -0.1], [0.0, 0.0, -0.1], [0.0, 0.0, 0.0], [0.0, 0.0, 0.0], [0.0, 0.0, 0.0], [0.0, 0.0, 0.0], [0.0, 0.1, 0.0], [-0.2, 0.1, -0.1], [0.0, 0.1, 0.0], [0.0, 0.0, 0.0], [0.0, 0.0, 0.0], [0.0, 0.0, 0.0], [0.0, 0.0, 0.0], [0.0, 0.0, 0.0], [0.0, 0.0, 0.0], [0.0, 0.0, 0.0], [0.0, 0.0, 0.0], [0.0, 0.0, 0.0], [0.0, 0.0, 0.0], [0.0, 0.0, 0.0], [0.0, 0.0, 0.0], [0.0, 0.0, 0.0], [0.0, 0.0, 0.0], [0.0, 0.0, 0.0], [0.0, 0.0, 0.0], [0.0, 0.0, 0.0], [0.0, 0.0, 0.0], [0.0, 0.0, 0.0], [0.0, 0.0, 0.0], [0.0, 0.0, 0.0], [0.0, 0.0, 0.0], [0.0, 0.0, 0.0], [0.0, 0.0, 0.0], [0.0, 0.0, 0.0], [0.0, 0.0, 0.0], [0.0, 0.0, 0.0], [0.0, 0.0, 0.0], [0.0, 0.0, 0.0], [0.0, -0.1, -0.1], [0.0, 0.0, 0.0], [0.0, 0.1, 0.0], [0.1, -0.2, -0.1], [-0.3, 0.1, -0.1], [0.1, 0.0, 0.1], [0.0, 0.0, 0.1], [0.0, 0.1, 0.0], [0.0, 0.0, 0.0], [0.0, 0.0, 0.0], [0.0, 0.0, 0.0], [0.0, 0.0, 0.0], [0.0, 0.0, 0.0], [0.0, 0.0, 0.0], [0.0, 0.0, 0.0], [0.0, 0.0, 0.0], [0.0, 0.0, 0.0], [0.0, 0.0, 0.0], [0.0, 0.0, 0.0], [0.0, 0.0, 0.0], [0.0, 0.0, 0.0], [0.0, 0.0, 0.0], [0.0, 0.0, 0.0], [0.0, 0.0, 0.0], [0.0, 0.0, 0.0], [0.0, 0.0, 0.0], [0.0, 0.0, 0.0], [0.0, 0.0, 0.1], [0.0, 0.0, 0.0], [0.0, 0.0, 0.0], [0.0, 0.0, 0.0], [0.0, 0.0, 0.0], [0.0, 0.0, 0.0], [0.0, 0.0, 0.0], [0.0, 0.0, 0.0], [0.0, 0.1, -0.1], [0.0, -0.2, 0.0], [0.0, 0.0, 0.0], [0.0, 0.0, 0.0], [0.0, 0.0, 0.0], [0.0, 0.1, 0.0], [0.0, -0.1, 0.1], [0.2, -0.1, 0.2], [0.0, 0.0, 0.0], [0.0, 0.0, 0.0], [0.0, 0.0, 0.0], [0.0, 0.0, 0.0], [0.1, 0.0, 0.0], [0.0, 0.0, 0.0], [-0.2, -0.1, 0.2], [0.0, 0.0, -0.2], [0.2, 0.1, 0.0], [0.1, 0.1, 0.0], [0.1, -0.2, 0.1], [-0.1, 0.1, -0.1], [0.0, 0.0, 0.0], [0.0, 0.0, 0.0], [0.0, 0.0, 0.0]], "mulliken_charge": [0.86, -0.98, 0.91, 0.13, -0.53, -0.47, -0.57, -0.83, 0.16, -0.09, -0.61, -0.75, -0.79, -0.03, -0.11, 0.00, -1.07, -1.11, -0.48, -0.36, 0.73, 0.08, -0.17, -0.34, -0.73, -0.61, -0.45, 0.45, -0.48, -0.63, -0.33, -0.78, -0.19, 0.54, 0.54, 0.49, 0.38, 0.38, 0.32, 0.40, 0.20, 0.35, 0.39, 0.38, 0.37, 0.21, 0.42, 0.44, 0.51, 0.27, 0.17, 0.35, 0.36, 0.38, 0.32, 0.46, 0.34, 0.34, 0.31, 0.26, -2.23, 1.95, -1.64, -1.65, -0.23, 0.19, -0.42, -0.30, 0.57, -0.11, -0.37, -0.67, 2.48, -1.54, -2.09, -1.97, 0.43, 0.40, 0.39, 0.46, 0.32, 0.31, 0.45, 0.30, 0.34, 0.48, 0.07, 0.11, 0.46, 0.30, 0.36, 0.50, 0.45, 0.35, 0.47, 0.38, -0.69, 0.36, 0.52, -0.08, 0.38, -0.18, 0.43, -0.62, -0.80, 0.22, -0.86, 0.37, -0.18, -0.15, -0.47, -0.18, -0.64, 1.08, -0.65, -0.62, 1.11, -0.62, -0.66, 0.60, 0.61, 0.70]}